1.
{"formula": "C12H30ClHfI2N2OP2", "method": "ωB97M-V with the def2-TZVPD basis set", "elements": ["I", "I", "Hf", "P", "C", "C", "H", "H", "H", "H", "H", "H", "C", "H", "H", "H", "P", "C", "C", "H", "H", "H", "C", "H", "H", "H", "H", "H", "H", "Cl", "C", "N", "C", "C", "C", "N", "C", "C", "O", "H", "H", "H", "H", "H", "H", "H", "H", "H", "H", "H", "H"], "positions_angstrom": [[0.33598, -2.89687, 0.71956], [-0.17300, 0.71606, -2.40792], [-1.23392, -0.69419, -0.10702], [0.40658, -2.26047, -2.31606], [2.12548, -1.63317, -2.24954], [0.65427, -4.08161, -2.25945], [1.19698, -4.36460, -3.17267], [0.60671, -2.85648, -4.64825], [-0.34240, -4.54797, -2.24188], [-1.08428, -2.42202, -4.19799], [2.54648, -1.76411, -1.24308], [1.21710, -4.36859, -1.35713], [-0.02399, -2.14167, -4.09723], [2.71167, -2.19129, -2.98988], [0.11990, -1.12303, -4.48476], [2.15447, -0.55969, -2.49928], [-3.26250, -0.02246, 1.25702], [-3.02855, 1.25736, 2.53975], [-4.66222, 0.63438, 0.28523], [-4.29947, -2.20417, 1.46940], [-4.96166, -1.04558, 2.66980], [-3.34988, -1.78959, 2.92066], [-4.04766, -1.39419, 2.16852], [-4.93164, -0.08344, -0.50092], [-5.53373, 0.81225, 0.93162], [-3.93294, 1.36341, 3.13824], [-2.78343, 2.21571, 2.07055], [-4.36668, 1.57852, -0.19379], [-2.19498, 0.96406, 3.18677], [-2.87110, -2.02835, -1.26978], [-0.10893, 3.14782, 0.18221], [1.14454, 2.49353, 0.55246], [2.33988, 3.11813, 0.02872], [3.51109, 2.72356, 0.87919], [3.59131, 1.22791, 1.06580], [2.28254, 0.68729, 1.43820], [2.35060, -0.56833, 2.16781], [1.14395, 1.22828, 0.98602], [0.03355, 0.52877, 0.94321], [-0.86149, 3.01028, 0.97261], [-0.48728, 2.76827, -0.78528], [0.10511, 4.22311, 0.07340], [2.50276, 2.83711, -1.02979], [2.16171, 4.19161, 0.08844], [3.46201, 3.21906, 1.85454], [4.41658, 3.05649, 0.37188], [4.30200, 0.97272, 1.86621], [3.96973, 0.75603, 0.12593], [2.87334, -1.34728, 1.57518], [2.93424, -0.43394, 3.10454], [1.34117, -0.90863, 2.41822]], "forces_ev_per_angstrom": [[-0.9, 0.3, -0.3], [-0.9, -0.4, 0.5], [1.3, -0.3, -0.7], [2.7, -0.8, -1.8], [0.1, 0.5, 0.3], [-0.7, -0.1, 0.7], [-0.2, 0.2, 0.2], [-0.2, 0.1, 0.3], [0.4, -0.1, 0.0], [0.3, 0.1, -0.3], [0.0, -0.1, -0.4], [-0.2, 0.0, -0.5], [-0.9, 0.5, 0.1], [-0.1, -0.1, 0.2], [-0.1, -0.4, 0.1], [0.2, -0.7, 0.1], [-2.8, 1.0, 1.8], [0.8, -0.1, -0.2], [0.3, 0.0, -0.8], [0.0, 0.2, 0.2], [0.3, 0.1, -0.2], [-0.3, 0.1, -0.1], [0.5, -0.7, -0.1], [0.0, 0.2, 0.2], [0.4, -0.1, 0.0], [0.0, -0.1, -0.1], [-0.1, -0.1, 0.1], [-0.2, -0.2, 0.1], [-0.2, 0.1, 0.0], [0.8, 0.5, 0.2], [-0.2, 0.1, 0.1], [-1.4, -0.6, -0.5], [0.5, 0.3, 0.0], [0.8, 0.4, 0.2], [0.6, 0.3, -0.3], [-0.5, -0.5, -0.4], [0.1, -0.6, 0.4], [1.2, 0.3, 0.1], [-0.4, -0.1, 0.2], [0.2, 0.1, -0.4], [0.0, 0.3, 0.4], [-0.2, -0.5, 0.1], [-0.2, 0.1, 0.3], [0.3, 0.0, -0.2], [0.0, 0.0, -0.2], [0.1, 0.1, 0.2], [-0.3, 0.1, -0.3], [-0.5, 0.0, 0.6], [-0.3, 0.4, 0.2], [-0.4, 0.1, -0.6], [0.4, 0.2, 0.1]], "charge": 3, "fmax_ha_per_bohr": 0.068, "e_above_lowest_ev": 0.000, "e_homo_ha": [-0.670, -0.669], "energy_ha": -2445.407163}

2.
{"formula": "C12H30CuN2O4", "method": "ωB97M-V with the def2-TZVPD basis set", "elements": ["Cu", "C", "O", "C", "C", "N", "C", "C", "O", "C", "H", "H", "H", "H", "H", "H", "H", "H", "H", "H", "H", "H", "H", "H", "H", "C", "O", "C", "C", "N", "C", "C", "O", "C", "H", "H", "H", "H", "H", "H", "H", "H", "H", "H", "H", "H", "H", "H", "H"], "positions_angstrom": [[0.49467, -0.05428, -0.14425], [2.91344, 1.16885, 1.34862], [2.38076, 1.27075, 0.03505], [1.72929, 2.49163, -0.38455], [0.43726, 2.79489, 0.37191], [-0.57394, 1.67335, 0.07880], [-1.06249, 1.85362, -1.32775], [-1.77692, 0.61656, -1.84811], [-0.85056, -0.44015, -2.10309], [-1.48454, -1.73089, -2.36413], [3.43587, 2.09428, 1.59096], [3.58020, 0.30737, 1.31130], [2.12151, 0.94500, 2.06335], [1.59882, 2.48914, -1.46671], [2.46666, 3.27901, -0.22829], [0.08100, 3.79047, 0.10727], [0.69995, 2.75927, 1.42918], [-1.33436, 1.51524, 0.72445], [-0.29323, 2.15807, -2.03743], [-1.64303, 2.77060, -1.42887], [-2.33890, 0.87418, -2.74584], [-2.52455, 0.39957, -1.08518], [-0.83348, -2.60500, -2.37672], [-2.11503, -1.63886, -3.24849], [-2.27268, -1.96667, -1.64904], [-2.60032, 1.86813, 2.25859], [-2.37007, 0.71536, 1.37534], [-1.96485, -0.34177, 2.23068], [-1.47859, -1.61906, 1.50760], [-0.13524, -1.54355, 0.84508], [0.10317, -2.75682, 0.02473], [1.63296, -2.71006, -0.43415], [1.93016, -1.61506, -1.26476], [3.19517, -1.64942, -1.86084], [-2.54309, 2.75744, 1.63093], [-1.83824, 2.09839, 3.00310], [-3.61304, 1.93674, 2.65581], [-2.87436, -0.55528, 2.79220], [-1.22913, -0.02420, 2.96958], [-2.32369, -1.97862, 0.92056], [-1.47467, -2.34422, 2.32139], [0.56558, -1.66937, 1.56143], [-0.62390, -2.78353, -0.78690], [-0.09256, -3.66733, 0.59109], [1.82120, -3.58591, -1.05509], [2.36785, -2.87656, 0.35344], [3.14057, -0.97535, -2.71567], [3.72334, -2.52561, -2.23689], [3.84579, -0.97043, -1.30969]], "forces_ev_per_angstrom": [[0.3, 1.0, -0.5], [-0.3, 0.2, -0.5], [-1.0, -0.3, -1.2], [1.0, 0.4, 0.8], [-0.4, -1.8, -0.2], [3.2, 2.4, -2.8], [0.1, 0.3, 0.1], [-0.4, 0.6, 0.1], [-0.2, -1.1, 0.4], [-1.5, 1.3, -0.4], [0.2, -0.1, 0.3], [0.2, 0.2, 0.1], [0.0, 0.2, 0.3], [0.0, -0.6, 0.1], [-0.1, 0.4, 0.3], [-0.2, 0.0, 0.0], [-0.3, 0.2, 0.1], [0.4, 0.3, -0.4], [0.7, -0.7, 0.3], [-1.1, -0.2, 0.3], [0.1, -0.1, -0.3], [0.0, -0.8, 0.1], [0.4, 0.9, -0.7], [0.6, -0.1, -0.6], [0.1, 0.2, 0.8], [-0.7, 1.1, -1.4], [-0.9, 0.7, 2.6], [-0.2, -1.0, -0.3], [-0.5, 0.9, 1.1], [-1.3, -2.0, 0.7], [1.6, 0.4, -0.2], [-1.2, -1.7, -1.0], [-1.1, -0.4, 0.4], [1.1, 2.9, -0.9], [-0.1, 0.0, -0.4], [0.1, -0.9, 0.2], [0.1, -0.7, 0.3], [0.1, -0.7, 0.3], [0.3, 0.3, -0.1], [0.5, 0.1, -1.0], [0.4, -0.3, 0.1], [-0.1, 0.3, 0.7], [0.8, 0.1, 0.5], [0.3, -0.2, 0.3], [-0.4, -0.5, 0.0], [-0.2, 0.6, 0.7], [-0.6, -0.4, -0.6], [-0.7, -0.7, 0.7], [0.6, -0.7, 0.9]], "charge": 1, "fmax_ha_per_bohr": 0.095, "e_above_lowest_ev": 2.452, "e_homo_ha": -0.389, "energy_ha": -2525.806504}

3.
{"formula": "C12H30F2KNO12P2S2", "method": "ωB97M-V with the def2-TZVPD basis set", "elements": ["K", "N", "S", "O", "O", "F", "S", "O", "O", "F", "C", "C", "O", "P", "O", "O", "C", "C", "O", "C", "C", "H", "H", "H", "H", "H", "H", "H", "H", "H", "H", "H", "H", "H", "H", "H", "C", "C", "O", "P", "O", "O", "C", "C", "O", "C", "C", "H", "H", "H", "H", "H", "H", "H", "H", "H", "H", "H", "H", "H", "H", "H"], "positions_angstrom": [[-3.36296, -11.33524, 24.15498], [-3.17762, -9.32152, 22.35665], [-2.30114, -8.27267, 21.72949], [-1.65457, -7.32618, 22.61349], [-2.70197, -7.88567, 20.36989], [-1.12912, -9.31924, 21.46361], [-4.57600, -8.30096, 22.48828], [-5.48558, -8.34302, 21.34672], [-4.46182, -7.04656, 23.18987], [-5.38750, -9.17053, 23.56568], [-1.69191, -13.15883, 28.52813], [-2.92337, -12.16151, 28.52405], [-4.11998, -12.89443, 28.31331], [-5.22375, -12.00923, 27.49945], [-4.92710, -11.78127, 26.08138], [-6.56637, -12.84104, 27.72837], [-6.43305, -14.28650, 27.66722], [-6.55674, -14.78355, 26.27000], [-5.36565, -10.65362, 28.35521], [-5.48344, -9.38410, 27.68618], [-6.88887, -9.09400, 27.21667], [-1.83988, -14.05179, 29.13545], [-1.38895, -13.35318, 27.49928], [-0.83910, -12.60464, 28.92016], [-3.04723, -11.71453, 29.51044], [-2.79631, -11.22051, 27.98880], [-5.61745, -14.70054, 28.26005], [-7.28860, -14.58573, 28.27270], [-5.86705, -14.34700, 25.54761], [-6.44940, -15.86684, 26.21485], [-7.55796, -14.51138, 25.93594], [-5.43438, -8.72442, 28.55250], [-4.69573, -9.00276, 27.03643], [-6.91618, -8.10705, 26.75485], [-7.20725, -9.68386, 26.35713], [-7.58909, -9.32803, 28.01855], [1.91400, -12.10955, 21.11713], [0.90389, -12.03948, 22.33138], [1.42098, -12.79904, 23.44857], [0.35816, -13.60146, 24.36832], [-1.07766, -13.23763, 24.27812], [0.64906, -15.18892, 24.09292], [-0.10478, -15.93487, 23.13483], [-1.05134, -16.89454, 23.70910], [0.97636, -13.32523, 25.85567], [2.21005, -13.84724, 26.28912], [3.36061, -13.04728, 25.66019], [1.53455, -11.75741, 20.15790], [2.84935, -11.58599, 21.31489], [2.20560, -13.14263, 20.92788], [0.74964, -11.00099, 22.62437], [-0.10614, -12.32519, 22.03760], [-0.71885, -15.25275, 22.54683], [0.62090, -16.40035, 22.46790], [-1.88356, -16.57290, 24.33526], [-1.38639, -17.55555, 22.90980], [-0.39524, -17.49566, 24.33859], [2.20629, -13.86135, 27.37902], [2.20684, -14.91830, 26.08681], [4.34518, -12.99768, 26.12523], [3.54694, -13.30765, 24.61827], [2.97935, -12.02628, 25.67766]], "forces_ev_per_angstrom": [[0.3, -0.2, -0.1], [-5.7, 0.4, 2.3], [5.7, 2.9, -4.1], [-1.0, -0.7, -0.9], [0.5, -0.1, 2.6], [0.7, -0.3, -0.2], [-3.8, -0.1, -0.6], [2.1, -0.3, 1.6], [0.9, -1.2, -0.7], [0.6, -0.8, 0.2], [-0.6, 2.0, -0.7], [1.9, -0.8, 2.3], [-1.6, 1.3, -1.6], [-0.4, -0.5, 1.2], [0.4, 0.2, -0.2], [1.6, 0.5, 0.3], [-1.0, -0.4, 1.2], [-0.4, -0.1, -0.7], [0.5, -1.6, -1.3], [-1.1, 1.9, 1.7], [0.0, -1.0, -1.4], [-0.3, 0.1, -0.2], [-0.3, -0.6, 0.0], [0.0, 0.0, 0.3], [0.2, -0.4, 0.5], [0.1, -0.5, -1.2], [0.6, 0.6, -0.4], [-0.3, -0.3, -0.3], [0.2, 0.1, 0.3], [-0.1, 0.0, 0.1], [0.0, -0.2, -0.2], [0.5, 0.2, 0.1], [0.2, -1.1, -0.4], [-0.2, 0.4, 0.8], [0.2, -0.6, 0.0], [-0.1, 0.6, 0.0], [-0.3, -0.6, 0.9], [0.6, 0.9, -1.8], [-1.6, -0.6, 0.1], [1.1, -0.7, 1.0], [0.9, 0.1, -0.2], [0.0, 1.8, 1.0], [-0.6, 1.9, -1.5], [0.7, -2.0, 1.1], [-1.9, -0.2, -1.9], [1.4, -1.1, 0.3], [-0.3, 0.4, -0.1], [-0.4, 0.3, 0.3], [-0.2, 0.2, 0.2], [-0.1, -0.2, 0.2], [0.4, 0.0, 0.3], [0.2, -0.7, 0.0], [0.4, 0.4, -0.4], [-0.1, -0.1, 0.1], [0.1, 0.5, -0.4], [-0.3, 0.1, 0.0], [-0.4, -0.6, 0.4], [0.0, 0.7, 0.0], [0.3, -0.1, -0.5], [-0.3, -0.5, 0.6], [-0.3, -0.1, 0.1], [0.2, 0.2, -0.2]], "charge": 0, "fmax_ha_per_bohr": 0.148, "e_above_lowest_ev": 2.941, "e_homo_ha": -0.349, "energy_ha": -3711.802784}

4.
{"formula": "C12H30F5N3O4TeZr", "method": "ωB97M-V with the def2-TZVPD basis set", "elements": ["Zr", "C", "O", "C", "C", "O", "C", "C", "O", "C", "H", "H", "H", "H", "H", "H", "H", "H", "H", "H", "H", "H", "H", "H", "N", "C", "C", "C", "N", "C", "C", "N", "C", "H", "H", "H", "H", "H", "H", "H", "H", "H", "H", "H", "H", "H", "H", "H", "H", "F", "Te", "F", "F", "F", "F", "O"], "positions_angstrom": [[1.03769, 0.69070, -0.20081], [-0.11085, 2.58765, 1.95968], [0.74563, 1.41011, 1.73151], [2.02190, 1.53591, 2.43813], [2.75297, 0.21553, 2.25144], [2.66871, -0.18793, 0.84325], [3.86716, -0.02462, 0.01924], [4.03639, 1.44242, -0.33447], [2.70788, 1.97930, -0.58691], [2.80197, 3.39467, -0.99235], [-0.31991, 2.68505, 3.02311], [-1.03612, 2.43202, 1.41721], [0.38204, 3.49045, 1.60263], [1.84216, 1.70859, 3.49982], [2.57162, 2.38786, 2.03555], [2.26274, -0.57027, 2.82522], [3.78831, 0.28166, 2.58341], [3.69783, -0.63322, -0.87412], [4.74752, -0.40916, 0.53276], [4.66192, 1.54364, -1.22241], [4.50118, 2.00750, 0.47640], [3.43643, 3.47306, -1.87318], [3.23632, 3.97436, -0.17825], [1.81050, 3.76093, -1.22689], [-3.86610, -2.36640, 1.91099], [-2.98867, -2.44563, 0.68833], [-3.41549, -1.38233, -0.32523], [-2.67454, -1.60174, -1.65530], [-2.60756, -0.33480, -2.47066], [-1.26357, -2.23890, -1.57192], [-0.62544, -2.50848, -0.18853], [0.67638, -1.75020, -0.05866], [-1.51676, -2.25480, 1.04858], [-4.84859, -2.55463, 1.67849], [-3.83502, -1.44677, 2.35907], [-3.60332, -3.06337, 2.61671], [-3.14440, -3.44553, 0.27569], [-3.21246, -0.38790, 0.07994], [-4.48952, -1.45707, -0.51389], [-3.30070, -2.26877, -2.25228], [-3.45871, 0.23631, -2.38368], [-2.53308, -0.57740, -3.46816], [-0.57758, -1.62240, -2.14413], [-1.29648, -3.18469, -2.11161], [-0.38435, -3.57153, -0.17583], [1.26555, -2.08868, -0.82382], [1.12645, -2.12738, 0.77497], [-1.36251, -1.24562, 1.43336], [-1.22175, -2.96391, 1.82652], [-0.98025, 0.35040, -0.20153], [-0.94271, 1.10593, -2.38143], [-1.03849, 0.61584, -4.18262], [-2.29121, 2.04620, -1.45939], [-0.48633, 2.72818, -3.11927], [0.12498, 2.35201, -0.80348], [0.66022, 0.27786, -2.15121]], "forces_ev_per_angstrom": [[0.5, -1.5, 0.4], [-0.6, 0.4, 0.4], [0.1, 0.8, 1.0], [0.5, -0.3, 0.3], [-0.3, 0.2, 0.5], [1.0, 0.1, 0.6], [0.3, 0.3, -0.4], [0.3, -0.3, 0.3], [0.6, 0.1, -0.1], [0.0, 0.6, -0.3], [0.1, -0.2, 0.0], [0.0, -0.1, 0.0], [0.1, -0.1, -0.1], [-0.1, 0.0, 0.0], [-0.1, 0.0, 0.0], [0.0, -0.1, -0.1], [0.1, 0.0, -0.1], [0.0, -0.1, 0.1], [-0.1, -0.1, 0.1], [-0.1, 0.0, -0.1], [-0.1, 0.1, 0.0], [0.0, -0.2, 0.0], [0.0, -0.2, 0.1], [-0.1, -0.1, 0.0], [-0.1, -0.1, 0.0], [0.3, 0.1, -0.4], [-0.1, 0.0, 0.0], [0.2, -0.3, 0.4], [0.3, 0.1, -0.2], [-0.2, 0.0, 0.0], [-0.2, 0.2, 0.0], [-0.2, -0.2, 0.0], [0.0, -0.2, 0.0], [0.0, 0.0, 0.0], [0.0, 0.0, 0.1], [0.0, 0.0, 0.0], [-0.1, 0.0, 0.1], [0.0, 0.0, 0.0], [0.0, 0.1, 0.0], [0.0, 0.1, -0.1], [0.0, 0.0, 0.1], [-0.1, -0.1, 0.0], [0.1, -0.1, -0.1], [0.0, 0.0, 0.0], [0.2, 0.0, 0.0], [0.1, -0.1, 0.1], [0.2, 0.1, 0.0], [-0.1, 0.0, 0.0], [0.0, 0.0, 0.0], [-0.6, -0.2, -0.3], [-1.9, 2.2, -1.2], [-0.2, 0.0, 0.6], [0.5, -0.5, -0.9], [-0.1, -0.6, 0.2], [0.0, 0.4, -0.1], [-0.2, -0.3, -0.8]], "charge": 4, "fmax_ha_per_bohr": 0.061, "e_above_lowest_ev": 0.921, "e_homo_ha": -0.871, "energy_ha": -1753.427197}